19
Properties=species:S:1:pos:R:3:mulliken_charge:R:1 method="wB97M-V/def2-TZVPD" smiles="N/C=C/CCN.O" relative_energy_ev=2.1204 energy_ev=-9369.0734 spin_multiplicity=1 fmax_ev_per_a=1.46
N 1.21128 1.23134 -0.74877 -0.58
C 0.02557 0.44065 -0.75580 -0.28
C -0.04873 -0.87709 -0.70247 -0.37
C -1.34442 -1.60987 -0.82589 -0.60
C -1.84181 -2.34811 0.47285 -0.45
N -1.14380 -1.88544 1.62972 -0.50
H 1.56673 1.37156 0.19139 0.25
H 1.94809 0.75071 -1.25245 0.27
H -0.89201 0.99399 -0.57644 0.31
H 0.88555 -1.43488 -0.68829 0.36
H -1.28673 -2.36673 -1.60532 0.36
H -2.12049 -0.91130 -1.13380 0.29
H -1.76228 -3.41588 0.24206 0.24
H -2.88916 -2.10260 0.63180 0.29
H -0.14072 -1.92814 1.54563 0.19
H -1.49240 -2.36802 2.44449 0.21
O 3.20400 5.75593 0.19331 -0.65
H 3.20914 4.86079 -0.15984 0.33
H 2.91221 5.84308 1.09781 0.32


13
Properties=species:S:1:pos:R:3:mulliken_charge:R:1 method="wB97M-V/def2-TZVPD" relative_energy_ev=2.7543 energy_ev=-16465.3293 spin_multiplicity=1 fmax_ev_per_a=1.43
C -0.16010 -0.61514 0.22954 -0.42
C 0.97032 -0.23732 -0.37051 -0.48
C -1.56091 -0.26302 0.07372 0.41
C -2.14883 0.90181 -0.19894 -0.11
C 1.19548 2.19026 -1.43115 -0.37
C 1.28371 0.70785 -1.44846 0.91
O 0.33337 1.52118 -2.09864 -0.15
F -2.36275 -1.31249 0.36940 -0.27
F -3.47379 1.03013 -0.23394 -0.23
F 2.21016 0.20626 -2.31207 -0.27
H -0.05263 -1.40618 0.96308 0.31
H 1.88088 -0.73132 -0.05774 0.31
H -1.62159 1.82043 -0.39365 0.37


15
Properties=species:S:1:pos:R:3:mulliken_charge:R:1 method="wB97M-V/def2-TZVPD" relative_energy_ev=3.1996 energy_ev=-9406.6326 spin_multiplicity=1 fmax_ev_per_a=0.43
C -0.68906 1.42706 -0.66615 -1.19
C 0.45844 0.49822 -0.34789 1.05
O 1.44426 0.50822 -1.30075 -0.63
C 0.80330 0.20601 1.00175 -0.99
C -0.90230 -1.41690 0.79306 -0.79
C 0.08186 -1.16468 -0.13683 0.73
O 0.85080 -1.88370 -0.78612 -0.73
H -0.31410 2.45474 -0.72723 0.38
H -1.11439 1.16491 -1.63759 0.29
H -1.47458 1.38980 0.09394 0.28
H 1.59715 -0.44769 -1.50525 0.44
H 1.78095 -0.21865 1.20765 0.31
H 0.21678 0.55447 1.84375 0.32
H -1.20016 -2.44351 0.99610 0.32
H -1.53895 -0.62831 1.17156 0.21


13
Properties=species:S:1:pos:R:3:mulliken_charge:R:1 method="wB97M-V/def2-TZVPD" relative_energy_ev=4.3457 energy_ev=-6784.1669 spin_multiplicity=1 fmax_ev_per_a=1.13
N 2.23788 -0.05490 1.75217 -0.43
C 1.67390 -0.17829 0.74872 0.05
C 0.95621 -0.27416 -0.53636 0.34
C -0.52989 -0.73279 -0.30890 -0.55
C -1.35375 0.31994 0.42964 -1.13
C 0.72172 0.98253 -1.29612 -0.55
H 1.42972 -1.03666 -1.16575 0.31
H -0.96169 -0.93297 -1.29313 0.32
H -0.49717 -1.67612 0.24750 0.34
H -2.36815 -0.04541 0.61632 0.33
H -0.89730 0.58152 1.39129 0.33
H 0.82613 1.82173 -0.57551 0.28
H -1.43851 1.23263 -0.17288 0.37